Molecular formula: C35H46N9O16SScSeSi2
Method: DFT, ωB97M-V with the def2-TZVPD basis set

Positions of all 111 atoms, in Å:
Se 0.478587 1.128105 -2.878564
Sc -0.998975 0.701086 -0.813473
S -0.560048 -1.982005 -2.168574
Si 0.411630 -2.493282 -0.433957
Si 2.443639 1.879516 -3.720175
O -6.315096 -0.769365 5.152061
O 0.732212 3.880468 -0.650066
O 0.447426 1.791972 0.159771
O 2.039521 -2.705424 -0.542867
O -0.081789 -3.906812 0.265796
O 5.933299 3.430831 1.078152
O 0.243960 -1.205397 0.622306
O -6.894153 -1.908885 3.421152
O 0.411118 4.972443 4.838667
O -4.917831 -0.698198 -1.012419
O -2.040407 1.169974 1.098296
O -2.064734 3.004928 3.103476
O 6.093919 4.187646 3.075423
O -2.401322 2.004618 4.974264
O 2.101547 4.169752 5.905678
O -2.721611 -0.312360 -0.863165
N -2.426011 1.084700 -3.176175
N -3.721892 1.791739 -5.523594
N -6.176606 -1.082807 3.971678
N -2.532718 2.083796 3.759421
N 5.440997 3.768192 2.135150
N -2.117115 2.775059 -1.090770
N 1.477642 4.396918 4.882586
N -3.416006 4.339922 -2.028097
N -3.022973 4.702918 -0.791934
C -3.187577 0.585311 -5.347793
C 1.006055 -1.035488 1.848096
C 2.068137 3.970352 3.621580
C 3.319250 -4.685873 -0.214455
C -1.787922 -5.160047 -0.888392
C 3.917660 1.359633 -2.640128
C 2.602275 1.080106 -5.440237
C 4.015104 -2.880691 -1.821126
C 4.003465 3.673816 2.284670
C 1.832678 3.288493 1.335656
C 2.355389 -0.389376 1.521848
C 3.210144 3.320342 1.197487
C -2.975823 2.283614 -3.329241
C -5.137943 -0.460783 3.212950
C 3.443521 3.985611 3.512098
C -5.002190 -0.728940 1.837905
C -3.050754 0.737933 1.706543
C 1.240073 -2.370384 2.559330
C -1.251756 -5.522564 1.526703
C -3.611233 2.642834 -4.512480
C -3.902805 -0.415495 -0.388613
C -2.526769 0.229357 -4.180564
C 1.252549 3.625947 2.553095
C -2.250552 3.758957 -0.240901
C 2.413170 3.770099 -3.903125
C 0.915519 2.979527 0.155234
C -2.397560 -3.416008 0.808794
C -1.373728 -4.478745 0.415873
C 2.075389 -4.362057 -2.360942
C -4.010478 -0.155075 1.103813
C 2.835198 -3.656438 -1.238897
C -2.848090 3.164269 -2.174161
C 0.202867 -0.128111 2.777332
C -3.320842 1.083809 3.089522
C -4.305201 0.459315 3.823950
H -2.057166 -0.735514 -4.032426
H 0.179198 3.604155 2.687667
H -1.766610 -4.431701 -1.698918
H 1.822975 -2.186824 3.463599
H 3.641287 -2.158601 -2.547768
H 1.609056 4.061053 -4.581421
H 2.755999 -4.995124 -2.935368
H 4.065420 4.256922 4.349955
H 4.528161 -2.337090 -1.025704
H -2.042035 -2.861999 1.681361
H 3.947552 0.273112 -2.552865
H -0.467477 -6.240981 1.279882
H 3.538005 1.331504 -5.948299
H 2.931494 -1.049978 0.876795
H -2.538394 -2.711858 -0.013166
H 1.765013 1.399587 -6.063569
H 1.617393 -3.622962 -3.016259
H 2.453469 -5.156357 0.254278
H 2.532240 -0.004287 -5.338551
H -0.758275 -0.592128 3.012306
H -2.795121 -5.573421 -0.797916
H 0.025075 0.831585 2.299119
H 0.755759 0.025918 3.706514
H 0.290814 -2.831366 2.838214
H 4.876515 1.707388 -3.035832
H 3.792175 1.762059 -1.632784
H -3.358684 -3.874963 1.049259
H 2.193899 4.214939 -2.930522
H 3.931947 -5.450557 -0.697964
H -1.837495 3.802953 0.752109
H 2.185809 0.547284 0.997485
H -1.089407 -5.967568 -1.123658
H -4.032807 3.632367 -4.642718
H -4.442368 0.715368 4.863163
H 3.909231 -4.190698 0.560080
H 2.911547 -0.193306 2.442217
H 1.785077 -3.062815 1.919232
H -5.709933 -1.390384 1.357547
H 3.356542 4.177760 -4.280208
H 1.274446 -4.973967 -1.942863
H -3.289836 -0.112293 -6.170484
H 4.721281 -3.555553 -2.310349
H -0.993751 -5.040155 2.471617
H -3.315538 5.581115 -0.408373
H 3.680961 3.079475 0.254104
H -2.196873 -6.055387 1.650011

Atomic forces in eV per Å
Se 1.389 0.521 -1.486
Sc -0.388 -0.780 -0.090
S 0.162 -0.118 0.728
Si -0.603 0.124 -1.269
Si -0.615 -0.083 0.424
O 0.064 -0.007 -0.164
O -0.063 0.072 0.152
O 0.062 0.724 0.555
O 0.330 -0.055 0.022
O 0.165 -0.218 0.247
O -0.128 -0.049 -0.135
O 0.059 0.261 0.338
O 0.117 0.106 -0.010
O 0.024 -0.069 -0.074
O 0.076 -0.063 -0.047
O 0.339 0.294 0.208
O 0.000 -0.060 -0.040
O -0.114 0.035 0.148
O 0.023 -0.062 -0.143
O 0.052 0.026 -0.083
O -0.622 -0.302 -0.190
N -0.127 0.196 0.093
N -0.025 0.014 -0.060
N -0.393 -0.223 0.371
N 0.113 0.312 0.325
N 0.769 -0.045 -0.091
N -0.063 -0.365 -0.284
N -0.215 0.078 0.454
N -0.114 -0.013 -0.284
N 0.149 -0.119 0.086
C -0.007 0.016 0.026
C 0.176 0.120 0.349
C 0.259 -0.163 -0.755
C -0.055 0.132 -0.054
C 0.092 0.074 0.026
C -0.188 0.169 -0.235
C 0.026 0.142 0.311
C -0.149 -0.013 0.061
C -1.127 -0.051 0.050
C -0.265 0.040 0.066
C -0.165 -0.062 -0.125
C 0.390 0.019 -0.026
C -0.054 -0.229 -0.299
C 0.442 0.305 -0.386
C 0.262 0.088 0.192
C -0.301 -0.110 0.200
C 0.014 -0.067 0.270
C -0.114 -0.006 -0.195
C 0.041 0.115 -0.031
C -0.006 0.035 0.044
C -0.279 0.001 0.436
C -0.037 -0.045 0.018
C 0.017 -0.001 0.258
C -0.022 0.160 0.099
C 0.135 -0.300 0.043
C 0.319 -0.210 -0.101
C 0.109 0.051 -0.079
C -0.260 -0.103 0.059
C -0.094 0.165 0.117
C 0.294 0.194 -0.168
C 0.116 -0.109 0.086
C 0.142 0.184 0.379
C 0.017 -0.084 -0.205
C -0.102 -0.391 -0.561
C -0.133 0.028 0.136
H -0.035 -0.028 -0.040
H -0.084 0.012 0.003
H -0.039 0.006 0.000
H 0.000 0.009 0.022
H 0.031 0.020 -0.026
H -0.013 -0.033 -0.026
H 0.008 -0.029 0.040
H 0.003 0.010 0.019
H 0.020 0.003 -0.015
H -0.039 0.004 0.016
H -0.022 -0.032 0.003
H 0.000 -0.005 -0.012
H 0.023 0.026 0.016
H 0.065 0.002 0.024
H 0.009 0.002 0.020
H -0.001 0.038 0.003
H 0.005 -0.009 -0.070
H 0.008 -0.032 0.001
H 0.033 -0.012 0.022
H -0.010 0.032 0.021
H 0.003 -0.027 0.000
H -0.046 0.025 0.042
H 0.001 -0.020 0.021
H 0.012 -0.007 -0.001
H 0.006 0.016 -0.007
H 0.000 -0.006 -0.006
H -0.015 -0.007 0.005
H 0.003 -0.011 0.024
H 0.017 -0.023 0.027
H -0.025 -0.022 0.046
H 0.027 0.002 -0.013
H -0.011 -0.023 0.001
H 0.004 0.005 0.060
H 0.027 -0.032 0.024
H 0.009 -0.021 0.008
H -0.010 -0.016 0.022
H 0.028 -0.031 0.064
H 0.044 0.013 -0.086
H 0.019 -0.008 -0.013
H -0.019 -0.045 -0.039
H 0.050 -0.048 0.036
H 0.016 0.008 -0.010
H 0.004 -0.004 0.006
H 0.011 0.053 0.060
H -0.033 0.036 -0.015
H -0.002 -0.012 0.018

Multiplicity: 1
Charge: -2
E: -195856.1962 eV


Molecular formula: C35H47AlBrCl3CsF5LiNO9P2
Method: DFT, ωB97M-V with the def2-TZVPD basis set

Positions of all 106 atoms, in Å:
Cs 2.461618 -4.836257 1.343754
Br 6.264151 -3.604298 4.932631
Cl -2.120128 -4.261930 4.667624
Cl -0.998976 -4.235974 1.552848
Cl -3.368649 -1.361002 5.938923
P 1.283717 -2.525660 2.990768
P 2.283073 5.466720 -0.907602
Al -3.195877 -0.866718 2.438762
F -0.568178 -3.821951 -1.320351
F -3.861669 -3.566839 2.753534
F -1.354180 -3.637805 -3.316846
F -1.389516 0.897739 -3.956623
F -0.957722 -1.867633 -2.178534
O 0.764285 -3.203681 4.207104
O 5.331533 -3.455877 2.597371
O 2.578245 5.151256 -2.319583
O 1.380469 0.376710 3.502972
O -2.130048 2.401466 1.181502
O -3.388392 -4.487576 -1.850210
O 6.047610 -2.175794 0.939476
O -4.274284 2.049099 -5.920584
O 5.018843 -2.072216 -2.761244
N 7.118488 -4.082291 -4.668875
C -0.725534 4.125213 -0.738101
C 5.115917 -1.334020 0.138150
C -4.026113 1.141396 -2.584849
C -1.420411 -3.099135 -2.088575
C 2.562994 2.244142 1.505507
C -2.148983 -0.531447 0.448739
C -2.982982 0.276090 -1.834970
C -1.065098 -2.513599 1.330818
C 2.747570 3.385174 0.731557
C -1.134281 5.476926 -0.086118
C -3.704015 -3.002412 6.519787
C -5.283343 1.490956 -1.771717
C 5.353010 -3.186671 1.421904
C -0.065750 -1.722627 1.970740
C -3.389952 2.380933 -3.184938
C -2.093867 -1.974045 0.559189
C -0.125815 -0.352452 1.819060
C 4.121145 0.205138 1.840754
C 1.265385 1.750375 1.575300
C 5.143813 0.090589 0.672090
C 6.581841 -3.423628 -5.433566
C -3.101135 -2.876801 -0.100718
C -2.503707 -3.907637 6.383573
C -3.267514 0.112446 -0.326817
C -1.141064 1.738015 1.034278
C 5.893637 -2.575236 -6.395260
C 0.913631 0.576565 2.420035
C 0.405738 3.489052 0.041723
C 0.215890 2.353913 0.852459
C -0.368108 4.274446 -2.249294
C 3.786085 1.674650 2.189243
C -2.663133 5.545856 0.107188
C -2.869935 -3.192589 -1.613211
C 1.723813 3.993901 0.025820
C -1.165079 0.228232 1.083391
Li -4.136564 -5.772998 4.388188
H 4.630796 2.256285 1.818941
H 3.766602 1.863911 3.260675
H 4.112392 -1.730362 0.312579
H -0.709104 5.543363 0.917486
H -3.492873 1.089056 0.082613
H -5.663838 0.585607 -1.294272
H 6.540405 -2.382893 -7.249474
H -2.476996 2.074184 -3.787193
H -1.615876 3.514253 -0.712333
H 1.936785 -3.533121 2.178639
H 1.275129 6.439874 -0.825713
H 4.573861 -0.280338 2.704006
H 5.778696 -2.662460 -2.853542
H -0.780831 6.343707 -0.636438
H -3.128090 3.082079 -2.388652
H -3.003767 -0.699080 -2.298516
H 5.630037 -1.632248 -5.919658
H -3.454578 1.533645 -6.006622
H -2.920337 5.133783 1.080101
H -4.565088 -3.381136 5.968323
H -3.179028 4.983226 -0.668619
H -3.022377 6.573589 0.101516
H -1.224979 3.960256 -2.831957
H -4.169739 -0.491936 -0.211591
H -3.466042 -2.530995 -2.232304
H -4.364289 0.562888 -3.444975
H -3.977355 -2.918292 7.570582
H -5.059364 2.256937 -1.030402
H 0.426279 3.575070 -2.488367
H -6.070456 1.804105 -2.452591
H -1.965158 0.625573 -1.986062
H 6.147034 0.367567 0.985796
H 2.307038 -1.656892 3.389753
H 4.745694 -3.774577 0.694203
H -0.102129 5.291444 -2.513559
H 3.209343 -0.284162 1.494333
H 3.748329 3.793390 0.671846
H -2.697302 -4.862094 6.875007
H -3.228753 -3.810633 0.428561
H -4.065485 -2.375513 -0.033857
H -1.620072 -3.466889 6.838076
H 3.407969 5.950141 -0.207111
H 4.985210 -3.066569 -6.736911
H -2.671514 -5.113347 -1.995730
H -4.091667 2.785615 -3.955047
H 4.859373 0.726038 -0.169085
H 5.333621 -1.430243 -0.940630

Atomic forces in eV per Å
Cs 3.163 -7.774 -4.525
Br 0.409 -0.102 1.268
Cl -0.256 -0.455 0.629
Cl 0.254 0.109 0.054
Cl 0.006 0.028 -0.022
P -0.681 0.179 2.023
P -0.335 -0.608 -1.339
Al -1.311 -0.852 1.910
F 0.036 -0.045 0.235
F -0.216 0.266 -0.138
F 0.112 -0.119 -0.027
F 0.209 -0.097 -0.293
F 0.126 0.189 0.449
O -0.299 -0.281 -0.295
O -1.100 -0.576 -1.629
O 0.421 0.066 -0.084
O 0.267 -0.358 0.763
O -0.682 0.066 0.216
O 0.118 -0.065 -0.014
O -0.927 0.386 -0.702
O -0.188 0.014 0.105
O -0.051 -0.054 0.318
N 0.309 -0.395 0.324
C 0.536 0.899 -0.495
C 0.792 0.157 -0.203
C -0.041 0.223 -0.247
C -0.336 -0.167 -1.075
C 0.369 0.102 0.249
C 0.352 -0.746 -1.051
C -0.152 -0.179 0.316
C 0.716 0.315 0.476
C -0.284 -0.174 -0.102
C -0.764 -0.380 0.588
C -0.031 -0.050 0.048
C 0.357 -0.639 -0.366
C 0.464 0.085 1.115
C 0.295 -0.855 -0.038
C 0.305 -0.461 0.014
C 0.654 0.361 -0.269
C -0.183 0.256 -0.273
C 0.696 0.887 -0.462
C -0.098 -0.098 -0.299
C -0.889 -0.524 0.142
C -0.262 0.313 -0.247
C -0.107 0.700 -0.495
C 0.177 -0.070 0.192
C -0.290 0.016 0.009
C 0.752 0.222 -0.230
C -0.008 0.082 -0.013
C -0.334 0.591 -0.823
C -0.008 -0.401 0.416
C -0.040 -0.068 -0.231
C -0.276 -0.546 0.669
C 0.318 -0.101 -0.225
C 0.322 0.263 0.050
C -0.175 -0.461 0.661
C -0.017 0.701 0.244
C 0.489 0.291 -0.340
Li 0.471 1.164 -0.782
H 0.031 0.156 0.105
H -0.265 -0.226 0.106
H -0.129 -0.040 -0.276
H 0.235 0.099 -0.036
H 0.049 0.043 0.204
H -0.135 0.107 0.258
H -0.002 -0.008 -0.005
H -0.403 0.145 0.534
H 0.110 -0.374 0.261
H -3.078 7.330 3.746
H 0.147 0.080 0.601
H -0.372 -0.311 0.103
H -0.020 -0.001 -0.095
H 0.045 -0.081 -0.269
H -0.190 0.309 -0.076
H 0.164 -0.090 -0.061
H -0.033 -0.031 0.063
H 0.081 0.073 0.210
H -0.149 -0.227 -0.056
H 0.022 0.086 -0.071
H -0.137 0.074 -0.056
H -0.034 0.050 -0.099
H -0.116 0.141 -0.213
H -0.064 0.055 0.096
H 0.190 0.218 -0.087
H 0.028 -0.184 0.012
H 0.047 -0.019 0.011
H -0.253 0.083 0.086
H 0.174 0.173 -0.320
H 0.012 0.384 0.040
H -0.002 0.262 -0.172
H 0.065 0.010 0.042
H -0.028 0.283 -0.853
H 0.613 0.435 -0.343
H 0.211 0.021 -0.097
H -0.051 -0.291 0.289
H 0.044 0.063 -0.005
H 0.008 0.045 0.059
H 0.186 -0.027 0.179
H -0.145 -0.194 -0.017
H 0.044 0.027 -0.100
H -0.304 -0.025 0.391
H -0.017 0.012 0.010
H -0.015 -0.048 -0.029
H 0.281 0.154 -0.298
H -0.079 0.165 0.064
H 0.080 -0.139 0.015

Multiplicity: 1
Charge: 0
E: -204082.9029 eV


no.,orbital gap (eV)
1,4.827
2,1.112